[1]
{
  "formula": "C55H43ClN6P2Rb",
  "method": "ωB97M-V with the def2-TZVPD basis set",
  "total_energy_ev": -98431.7014,
  "lumo_ev": 2.0,
  "homo_lumo_gap_ha": 0.221,
  "charge": -1,
  "relative_energy_kj_mol": 14.0,
  "species": ["Rb", "C", "C", "N", "C", "C", "C", "C", "C", "C", "C", "N", "C", "C", "C", "C", "C", "C", "C", "C", "N", "C", "H", "H", "H", "H", "H", "H", "H", "H", "H", "H", "H", "H", "N", "P", "C", "C", "C", "C", "C", "C", "C", "C", "C", "C", "C", "C", "P", "C", "C", "C", "C", "C", "C", "C", "C", "C", "C", "C", "C", "H", "H", "H", "H", "H", "H", "H", "H", "H", "H", "H", "H", "H", "H", "H", "H", "H", "H", "H", "H", "H", "Cl", "C", "C", "C", "C", "C", "C", "C", "H", "H", "H", "H", "H", "H", "N", "C", "C", "C", "C", "C", "N", "C", "H", "H", "H", "H"],
  "positions_angstrom": [[0.60, 0.28, 1.08], [3.87, 3.96, 0.42], [3.25, 2.72, 0.17], [3.04, 1.82, 1.10], [3.47, 2.07, 2.38], [4.12, 3.28, 2.71], [4.30, 4.23, 1.68], [4.59, 3.50, 4.03], [4.42, 2.52, 4.96], [3.77, 1.31, 4.65], [3.26, 1.04, 3.39], [2.50, -0.05, 3.07], [2.76, -1.27, 3.57], [4.02, -1.74, 3.96], [4.25, -3.07, 4.34], [3.25, -4.00, 4.38], [1.94, -3.59, 4.01], [0.85, -4.49, 4.04], [-0.40, -4.07, 3.69], [-0.57, -2.72, 3.30], [0.42, -1.86, 3.25], [1.68, -2.26, 3.61], [4.00, 4.67, -0.39], [2.89, 2.48, -0.83], [4.79, 5.17, 1.91], [5.09, 4.44, 4.27], [4.77, 2.68, 5.98], [3.63, 0.57, 5.42], [4.85, -1.04, 3.94], [5.26, -3.36, 4.62], [3.42, -5.03, 4.68], [1.02, -5.52, 4.34], [-1.25, -4.74, 3.70], [-1.55, -2.37, 3.01], [-1.32, 1.43, -2.48], [-0.25, 2.21, -1.42], [-1.43, 3.33, -0.51], [-1.53, 3.33, 0.88], [-2.44, 4.16, 1.54], [-3.27, 5.00, 0.81], [-3.18, 5.01, -0.58], [-2.27, 4.18, -1.23], [0.58, 3.54, -2.42], [0.69, 3.45, -3.80], [1.41, 4.39, -4.53], [2.02, 5.46, -3.88], [1.90, 5.58, -2.50], [1.19, 4.63, -1.78], [-2.08, -0.12, -0.93], [-1.32, -1.45, -1.98], [-0.43, -2.36, -1.42], [0.22, -3.32, -2.19], [-0.02, -3.39, -3.56], [-0.90, -2.47, -4.14], [-1.53, -1.52, -3.36], [-3.79, 0.06, -1.60], [-4.58, -1.03, -1.98], [-5.90, -0.85, -2.37], [-6.47, 0.42, -2.35], [-5.69, 1.51, -1.96], [-4.37, 1.32, -1.60], [-0.82, 1.03, -3.27], [-0.90, 2.69, 1.48], [-2.51, 4.14, 2.62], [-3.98, 5.63, 1.31], [-3.82, 5.66, -1.16], [-2.23, 4.15, -2.31], [0.19, 2.64, -4.32], [1.49, 4.29, -5.61], [2.57, 6.20, -4.45], [2.35, 6.41, -1.99], [1.11, 4.73, -0.70], [-0.19, -2.32, -0.37], [0.91, -4.00, -1.72], [0.48, -4.13, -4.16], [-1.09, -2.50, -5.20], [-2.21, -0.81, -3.82], [-4.16, -2.03, -1.97], [-6.49, -1.71, -2.65], [-7.50, 0.56, -2.64], [-6.12, 2.50, -1.95], [-3.76, 2.18, -1.32], [-6.26, -6.09, 0.05], [-5.19, -4.72, 0.24], [-3.83, -4.90, 0.14], [-2.99, -3.80, 0.28], [-3.49, -2.51, 0.50], [-2.62, -1.31, 0.56], [-4.88, -2.38, 0.62], [-5.73, -3.47, 0.48], [-3.42, -5.88, -0.05], [-1.92, -3.94, 0.20], [-3.06, -0.55, 1.22], [-1.64, -1.56, 1.00], [-5.30, -1.40, 0.79], [-6.80, -3.34, 0.55], [4.17, -1.63, -5.01], [3.92, -1.80, -3.90], [3.63, -2.03, -2.50], [4.18, -3.12, -1.84], [3.87, -3.30, -0.50], [3.01, -2.39, 0.11], [2.48, -1.35, -0.53], [2.79, -1.17, -1.81], [4.84, -3.80, -2.36], [4.27, -4.13, 0.06], [2.76, -2.49, 1.16], [2.33, -0.32, -2.32]],
  "lowdin_charge": [0.69, -0.06, -0.16, 0.04, -0.16, -0.17, -0.03, -0.08, -0.10, -0.04, -0.25, -0.03, -0.28, -0.05, -0.11, -0.09, -0.18, -0.03, -0.06, -0.16, 0.07, -0.17, 0.09, 0.09, 0.11, 0.10, 0.10, 0.11, 0.10, 0.10, 0.09, 0.11, 0.10, 0.09, -0.37, 0.76, -0.38, -0.11, -0.09, -0.10, -0.09, -0.12, -0.38, -0.10, -0.10, -0.11, -0.10, -0.13, 0.96, -0.34, -0.13, -0.10, -0.10, -0.08, -0.10, -0.35, -0.11, -0.09, -0.10, -0.09, -0.08, -0.05, 0.06, 0.10, 0.09, 0.10, 0.11, 0.08, 0.09, 0.09, 0.10, 0.10, 0.07, 0.10, 0.10, 0.10, 0.10, 0.11, 0.10, 0.09, 0.10, 0.07, 0.61, -0.68, -0.11, -0.04, -0.28, -0.30, -0.06, -0.11, 0.10, 0.10, 0.08, 0.00, 0.12, 0.10, 0.15, -0.18, -0.21, -0.02, -0.03, -0.10, 0.04, -0.08, 0.12, 0.11, 0.10, 0.13]
}

[2]
{
  "formula": "C36H102As4F27N11O19",
  "method": "ωB97M-V with the def2-TZVPD basis set",
  "total_energy_ev": -410983.1972,
  "lumo_ev": -2.4,
  "homo_lumo_gap_ha": 0.068,
  "species": ["C", "C", "C", "O", "C", "N", "H", "H", "H", "H", "H", "H", "H", "H", "H", "H", "H", "H", "C", "C", "C", "O", "C", "N", "H", "H", "H", "H", "H", "H", "H", "H", "H", "H", "H", "H", "C", "C", "C", "O", "C", "N", "H", "H", "H", "H", "H", "H", "H", "H", "H", "H", "H", "H", "C", "C", "C", "O", "C", "N", "H", "H", "H", "H", "H", "H", "H", "H", "H", "H", "H", "H", "C", "C", "C", "O", "C", "N", "H", "H", "H", "H", "H", "H", "H", "H", "H", "H", "H", "H", "C", "C", "C", "O", "C", "N", "H", "H", "H", "H", "H", "H", "H", "H", "H", "H", "H", "H", "C", "C", "C", "O", "C", "N", "H", "H", "H", "H", "H", "H", "H", "H", "H", "H", "H", "H", "C", "C", "C", "O", "C", "N", "H", "H", "H", "H", "H", "H", "H", "H", "H", "H", "H", "H", "N", "O", "O", "O", "N", "O", "O", "O", "N", "O", "O", "O", "As", "F", "F", "F", "F", "F", "F", "As", "F", "F", "F", "F", "F", "F", "As", "F", "F", "F", "F", "F", "F", "As", "F", "F", "F", "F", "F", "F", "C", "O", "O", "C", "F", "F", "F", "C", "C", "H", "H", "H", "H", "H", "H"],
  "positions_angstrom": [[6.39, 7.11, 1.52], [5.43, 6.12, 0.68], [4.06, 6.69, 0.74], [3.95, 7.93, 0.11], [2.64, 8.49, 0.23], [5.95, 6.17, -0.77], [5.68, 5.36, -1.32], [5.57, 6.99, -1.22], [6.95, 6.23, -0.90], [7.14, 6.52, 2.03], [5.89, 7.52, 2.39], [6.84, 7.95, 0.99], [5.46, 5.06, 0.96], [3.83, 6.61, 1.80], [3.30, 6.02, 0.35], [2.73, 9.40, -0.37], [2.48, 8.69, 1.29], [1.76, 7.99, -0.17], [3.97, -9.59, 2.57], [2.71, -9.28, 1.71], [3.01, -8.03, 0.84], [2.03, -8.07, -0.21], [1.89, -6.88, -1.02], [2.45, -10.41, 0.72], [3.22, -10.56, 0.07], [2.37, -11.20, 1.34], [1.61, -10.29, 0.17], [4.19, -8.90, 3.38], [4.85, -9.61, 1.93], [3.90, -10.62, 2.91], [1.82, -9.14, 2.33], [4.06, -8.03, 0.54], [3.00, -7.05, 1.31], [1.20, -7.02, -1.85], [2.88, -6.45, -1.17], [1.37, -6.17, -0.37], [-5.06, -6.79, 2.27], [-6.45, -7.26, 2.64], [-6.76, -8.75, 2.32], [-7.92, -8.99, 3.12], [-8.15, -10.36, 3.10], [-6.57, -6.90, 4.12], [-6.65, -5.91, 4.33], [-7.47, -7.35, 4.23], [-5.95, -7.38, 4.75], [-4.84, -7.11, 1.25], [-4.35, -7.27, 2.95], [-5.11, -5.71, 2.34], [-7.09, -6.51, 2.19], [-5.92, -9.43, 2.48], [-7.13, -8.78, 1.29], [-8.37, -10.68, 2.08], [-9.02, -10.47, 3.75], [-7.27, -10.83, 3.54], [2.40, 8.63, 8.74], [2.34, 7.20, 9.42], [3.38, 6.11, 8.87], [3.40, 4.91, 9.61], [2.21, 4.10, 9.35], [2.61, 7.41, 10.96], [1.78, 7.77, 11.41], [2.66, 6.51, 11.40], [3.48, 7.86, 11.20], [3.38, 9.11, 8.81], [1.57, 9.28, 9.04], [2.17, 8.54, 7.68], [1.31, 6.87, 9.35], [4.39, 6.52, 8.99], [3.31, 5.97, 7.79], [2.35, 3.75, 8.32], [1.26, 4.63, 9.44], [2.17, 3.22, 9.99], [-7.78, 5.27, 1.07], [-7.16, 4.62, -0.22], [-5.63, 4.67, -0.31], [-5.25, 4.13, -1.54], [-3.94, 4.59, -2.05], [-7.60, 3.11, -0.20], [-7.47, 2.73, -1.13], [-7.14, 2.62, 0.55], [-8.59, 3.04, -0.02], [-7.54, 6.34, 1.09], [-7.27, 4.89, 1.96], [-8.85, 5.29, 1.22], [-7.61, 4.95, -1.16], [-5.06, 4.18, 0.48], [-5.29, 5.71, -0.32], [-3.56, 3.82, -2.72], [-3.24, 4.94, -1.29], [-4.15, 5.51, -2.59], [0.69, 1.30, 1.83], [-0.14, 0.98, 0.65], [0.59, 0.33, -0.50], [-0.43, -0.09, -1.43], [-0.05, -0.32, -2.79], [-1.21, -0.02, 1.16], [-1.89, -0.32, 0.48], [-0.76, -0.89, 1.40], [-1.68, 0.36, 1.97], [1.39, 0.56, 2.21], [0.14, 1.80, 2.63], [1.32, 2.16, 1.62], [-0.78, 1.78, 0.29], [1.17, -0.58, -0.31], [1.22, 1.03, -1.06], [0.23, 0.55, -3.38], [-0.95, -0.54, -3.36], [0.70, -1.11, -2.89], [4.38, -5.91, -6.06], [4.37, -7.26, -6.66], [3.54, -8.35, -5.92], [2.18, -8.11, -6.11], [1.38, -9.09, -5.54], [3.92, -7.04, -8.07], [2.95, -6.81, -8.17], [4.47, -6.39, -8.61], [4.03, -7.88, -8.62], [3.36, -5.53, -5.95], [5.03, -5.17, -6.53], [4.80, -6.08, -5.07], [5.39, -7.63, -6.74], [3.71, -8.10, -4.88], [3.83, -9.38, -6.08], [1.78, -9.53, -4.62], [1.23, -9.86, -6.30], [0.44, -8.67, -5.19], [-4.35, 2.78, -7.86], [-4.32, 3.44, -9.30], [-3.33, 4.64, -9.39], [-3.40, 5.39, -10.68], [-2.52, 6.54, -10.66], [-3.91, 2.33, -10.29], [-4.11, 2.68, -11.22], [-2.94, 2.05, -10.29], [-4.43, 1.47, -10.21], [-4.83, 1.80, -7.80], [-4.80, 3.48, -7.15], [-3.34, 2.46, -7.63], [-5.31, 3.78, -9.59], [-2.34, 4.23, -9.18], [-3.62, 5.31, -8.58], [-2.93, 7.33, -10.02], [-2.44, 7.08, -11.61], [-1.52, 6.24, -10.35], [0.38, -1.64, -9.13], [0.68, -2.85, -8.95], [-0.66, -1.42, -9.77], [1.11, -0.71, -8.86], [5.28, 0.37, -3.85], [5.13, -0.74, -3.35], [5.66, 1.33, -3.18], [4.91, 0.63, -4.99], [-6.95, 0.01, 4.10], [-6.13, 0.49, 3.36], [-8.01, 0.48, 4.26], [-6.73, -1.06, 4.66], [-0.20, -4.02, 6.92], [-0.95, -2.62, 7.75], [0.11, -2.97, 5.48], [0.41, -5.44, 5.93], [-0.50, -5.10, 8.33], [-1.78, -4.43, 6.16], [1.46, -3.63, 7.63], [2.38, 6.24, -5.78], [4.12, 6.30, -5.45], [2.59, 7.05, -7.38], [0.63, 6.07, -6.18], [2.13, 5.37, -4.22], [1.99, 7.84, -4.99], [2.64, 4.67, -6.65], [-6.76, -2.76, -2.57], [-6.90, -1.06, -3.06], [-8.10, -3.21, -3.75], [-6.83, -4.48, -1.97], [-5.42, -2.41, -1.40], [-7.85, -2.35, -1.24], [-5.53, -3.17, -3.86], [-2.17, 6.24, 4.99], [-2.70, 6.39, 6.70], [-1.57, 7.94, 5.07], [-1.36, 6.09, 3.35], [-2.67, 4.51, 4.95], [-3.71, 6.71, 4.36], [-0.55, 5.63, 5.59], [8.23, 0.96, 4.40], [7.60, 0.24, 3.35], [9.35, 1.56, 3.82], [7.17, 1.79, 5.31], [7.67, 2.99, 5.57], [5.94, 1.93, 4.78], [6.90, 1.22, 6.49], [7.01, -1.04, 3.69], [6.22, -1.47, 2.54], [6.00, -2.54, 2.50], [5.34, -0.83, 2.46], [6.85, -1.33, 1.66], [6.35, -1.13, 4.55], [7.63, -1.92, 3.87], [8.71, 0.17, 4.98]],
  "lowdin_charge": [-0.01, -0.22, -0.26, -0.17, -0.06, 0.24, 0.18, 0.15, 0.17, 0.08, 0.08, 0.08, 0.16, 0.14, 0.14, 0.10, 0.10, 0.10, -0.02, -0.26, -0.17, -0.23, -0.05, 0.23, 0.17, 0.16, 0.16, 0.11, 0.09, 0.08, 0.16, 0.13, 0.15, 0.09, 0.10, 0.09, -0.04, -0.29, -0.14, -0.21, -0.10, 0.24, 0.18, 0.14, 0.17, 0.10, 0.09, 0.11, 0.17, 0.14, 0.15, 0.10, 0.11, 0.10, -0.03, -0.22, -0.18, -0.19, -0.04, 0.23, 0.16, 0.15, 0.17, 0.08, 0.08, 0.09, 0.14, 0.13, 0.14, 0.10, 0.08, 0.10, -0.02, -0.23, -0.21, -0.21, -0.03, 0.25, 0.16, 0.17, 0.16, 0.09, 0.10, 0.08, 0.15, 0.15, 0.14, 0.09, 0.09, 0.09, -0.04, -0.29, -0.15, -0.22, -0.08, 0.24, 0.16, 0.17, 0.17, 0.11, 0.10, 0.10, 0.16, 0.14, 0.15, 0.10, 0.09, 0.10, -0.03, -0.31, -0.18, -0.17, -0.10, 0.24, 0.17, 0.18, 0.17, 0.12, 0.11, 0.10, 0.16, 0.13, 0.13, 0.09, 0.10, 0.10, -0.02, -0.26, -0.14, -0.20, -0.08, 0.24, 0.16, 0.18, 0.17, 0.08, 0.09, 0.09, 0.15, 0.14, 0.13, 0.09, 0.09, 0.10, -0.69, -0.13, -0.14, -0.04, -0.72, -0.11, -0.11, -0.07, -0.76, -0.08, -0.04, -0.10, 0.94, -0.29, -0.33, -0.36, -0.31, -0.33, -0.32, 0.91, -0.29, -0.32, -0.34, -0.32, -0.33, -0.31, 0.91, -0.30, -0.33, -0.34, -0.33, -0.30, -0.32, 0.89, -0.31, -0.32, -0.34, -0.31, -0.26, -0.35, -0.49, -0.10, -0.28, -0.57, 0.12, 0.10, 0.10, -0.32, -0.12, 0.07, 0.07, 0.08, 0.11, 0.10, 0.12]
}

Which formula does entry 2 have? C36H102As4F27N11O19

Which formula does entry 2 have? C36H102As4F27N11O19